56
Properties=species:S:1:pos:R:3 method="wB97M-V/def2-TZVPD" spin_multiplicity=5 orbital_gap_ev="7.36 / 6.53" total_charge=-2
C 2.617 -3.728 5.379
H -3.236 3.097 -4.515
H 3.439 -3.334 5.980
O 5.777 -0.652 -0.771
O 0.998 1.713 1.919
H -0.024 -3.167 5.032
Pd 1.169 0.476 -1.321
S 4.538 0.032 -0.535
H -1.032 -1.409 3.591
C -4.510 -0.791 -1.523
H -2.797 0.657 -4.724
S 0.189 0.535 1.825
C -1.532 3.461 -3.267
O 0.238 -0.151 0.514
O -1.214 0.698 2.264
O -2.003 -1.665 -3.489
H -5.167 0.055 -1.720
O -3.653 2.920 1.381
C 0.614 -2.505 4.457
C -2.372 2.658 -4.030
C -2.471 2.903 1.073
H -5.096 -1.655 -1.205
H 3.877 -1.884 3.835
C 2.798 -1.784 3.792
C -2.440 -1.804 -0.163
S 3.021 -1.112 -1.198
C 1.994 -2.648 4.534
H -2.050 -1.997 -1.161
H 0.242 3.525 -2.028
C 0.861 -0.683 2.926
C -0.231 1.564 -2.777
O -1.623 3.529 0.469
C -2.130 1.298 -4.161
O 2.641 1.395 -3.006
O 4.307 0.566 0.775
H -1.746 4.517 -3.151
S 3.334 2.218 -2.017
H 1.884 -4.172 6.054
H -3.082 -2.615 0.187
H 2.869 -0.141 2.401
O 3.969 3.392 -2.523
O 0.110 -1.241 -2.364
H -1.616 -1.636 0.528
C 0.042 -1.528 3.653
H 3.023 -4.526 4.754
O 0.005 -1.267 -4.815
H -1.914 1.916 1.605
O 4.630 1.305 -1.550
O 2.509 2.353 -0.816
O -2.546 0.776 -0.768
H -3.897 -1.024 -2.394
S -3.406 -0.290 -0.188
S -0.705 -1.011 -3.583
C -1.031 0.739 -3.521
C 2.244 -0.802 2.989
C -0.416 2.917 -2.636